Record 1
The following is a DFT calculation (ωB97M-V/def2-TZVPD) of 2 unconnected molecules or ions with the total composition C25H26N3O5S.

```
60
Properties=species:S:1:pos:R:3:forces:R:3:mulliken_charge:R:1
C 1.0404 3.2586 3.0823 0.1 0.4 0.0 -1.129
N 0.3538 1.9997 3.2866 -0.7 -0.4 0.3 0.069
C -0.6539 2.0316 4.2568 -0.1 -0.2 0.1 0.515
O -0.8853 3.0368 4.9232 0.3 -1.0 -0.8 -0.654
N -1.3883 0.8521 4.4223 0.6 0.5 -0.2 0.061
C -2.4199 0.9187 5.4335 -0.3 0.1 0.3 -1.142
C -1.1257 -0.3681 3.7765 -1.1 -1.5 0.4 0.375
O -1.7564 -1.3851 4.0837 0.9 1.8 -0.4 -0.667
C -0.0888 -0.3595 2.7282 0.3 0.2 0.0 0.142
C 0.1090 -1.5165 2.0275 -0.1 0.4 -0.3 -0.570
C 1.1808 -1.7198 1.0644 0.8 -0.3 -0.6 0.593
C 2.5131 -1.3192 1.3220 -0.6 -0.1 -0.2 -1.159
C 3.5050 -1.3785 0.3587 -0.8 -0.4 -0.4 0.820
C 3.2007 -1.9044 -0.9319 -1.1 0.1 1.0 0.180
N 4.1655 -1.9654 -1.8964 0.7 0.3 -0.8 0.088
C 5.5601 -1.7353 -1.5735 -0.1 -0.1 0.2 -0.627
C 5.7106 -0.5949 -0.5775 -0.1 0.1 -0.1 -0.841
C 4.8711 -0.8574 0.6697 0.6 0.0 0.4 -0.889
C 3.9433 -2.7018 -3.1249 -0.1 -0.1 0.1 -0.623
C 2.5263 -2.4927 -3.6375 0.0 0.2 0.0 -0.846
C 1.5069 -2.8522 -2.5608 -0.3 -0.5 -0.4 -0.964
C 1.8719 -2.3410 -1.2055 0.6 0.4 0.7 0.830
C 0.9137 -2.2876 -0.2017 -0.1 0.4 0.7 -1.183
C 0.5942 0.9235 2.4071 1.0 0.1 -0.8 0.779
O 1.3487 1.1103 1.4477 -1.1 -0.1 1.3 -0.674
H 1.7941 3.1220 2.3119 -0.1 0.0 0.1 0.359
H 0.3252 4.0272 2.7742 0.2 -0.1 0.0 0.316
H 1.4994 3.5725 4.0223 0.0 0.0 -0.1 0.322
H -2.9110 -0.0487 5.4899 0.1 0.0 0.0 0.393
H -1.9735 1.1817 6.3961 -0.1 -0.1 -0.1 0.316
H -3.1361 1.6982 5.1622 0.0 -0.1 0.1 0.293
H -0.6384 -2.3095 2.1328 0.2 0.0 0.2 0.450
H 2.7619 -0.9449 2.3192 -0.1 0.0 -0.4 0.498
H 6.0158 -2.6558 -1.1648 0.0 0.1 0.0 0.273
H 6.0804 -1.5068 -2.5116 0.0 0.0 0.2 0.397
H 6.7659 -0.4781 -0.3166 -0.1 0.0 0.0 0.374
H 5.3911 0.3428 -1.0497 0.0 -0.2 0.0 0.299
H 4.7811 0.0670 1.2527 0.0 -0.1 -0.1 0.358
H 5.3931 -1.5785 1.3160 0.0 0.1 -0.1 0.304
H 4.6796 -2.3480 -3.8567 -0.1 -0.1 0.1 0.398
H 4.1331 -3.7796 -2.9666 -0.1 0.1 -0.1 0.275
H 2.3997 -1.4425 -3.9282 0.1 -0.1 0.1 0.290
H 2.3720 -3.0970 -4.5356 0.0 0.0 0.1 0.382
H 0.5222 -2.4624 -2.8409 0.1 -0.1 0.0 0.401
H 1.3997 -3.9455 -2.5128 0.0 0.1 0.0 0.322
H -0.1063 -2.6341 -0.3901 0.3 0.0 -0.1 0.474
C -4.8819 -5.0498 6.0396 0.2 0.1 0.0 -0.389
C -3.6715 -4.4406 6.3890 0.1 -0.1 -0.2 -0.484
C -2.5766 -4.5180 5.5243 -0.5 -0.1 0.0 -0.323
C -2.7132 -5.2128 4.3345 0.3 -0.4 -1.1 0.343
S -1.2455 -5.2997 3.1784 2.1 2.3 2.6 0.502
O -0.8562 -6.7065 3.2335 -0.4 -1.8 -0.4 -0.655
O -1.6973 -4.7818 1.8882 -1.3 0.0 -1.6 -0.598
C -3.8922 -5.8368 3.9701 -0.9 0.1 0.7 -0.589
C -4.9981 -5.7470 4.8314 0.3 0.1 0.0 -0.379
H -5.7333 -4.9735 6.7167 0.1 0.0 -0.2 0.338
H -3.5659 -3.8972 7.3281 -0.2 -0.1 -0.1 0.327
H -1.6292 -4.0348 5.7570 -0.1 -0.1 -0.1 0.280
H -3.9726 -6.3815 3.0278 0.2 0.2 0.2 0.330
H -5.9504 -6.2125 4.5692 0.2 0.1 0.0 0.322
```
Positions in Å, forces in eV/Å.

Summary:
Charge   -1
LUMO energy   1.8 eV
Kohn-Sham gap   4.76 eV
E_HOMO   -3.00 eV

=====

Record 2
The following is a DFT calculation (ωB97M-V/def2-TZVPD) of 2 unconnected molecules or ions with the total composition C5H14N2.

```
21
Properties=species:S:1:pos:R:3:forces:R:3:mulliken_charge:R:1
C 0.3698 0.1290 0.4345 -0.4 0.0 0.5 1.581
C 0.4291 -0.4045 -0.9708 -0.9 0.2 0.4 -0.951
C 1.0161 -0.7750 1.5110 0.1 0.1 -0.2 -1.755
C 0.9536 1.5389 0.5184 -0.1 -0.1 -0.1 -1.666
C -1.6626 0.6461 -1.2359 0.5 -0.3 -0.8 -0.653
N -1.0945 0.1998 0.6911 0.5 0.2 0.1 -0.547
N 0.0044 -1.7885 -1.0906 0.0 0.1 0.0 -0.496
H 1.3522 -0.1491 -1.4973 0.0 0.1 -0.1 0.274
H -1.4133 0.8036 1.4533 0.1 -0.6 0.0 0.273
H -1.4669 -0.7483 0.6870 -0.1 0.3 0.3 0.366
H 0.7711 -2.4577 -1.0943 -0.1 0.1 0.0 0.192
H -0.5297 -1.9494 -1.9393 0.0 0.1 0.1 0.180
H 0.8617 -0.3976 2.5270 0.0 0.0 -0.1 0.370
H 0.6076 -1.7858 1.4550 0.0 0.0 0.0 0.434
H 2.0923 -0.8332 1.3361 0.0 0.0 0.0 0.383
H 2.0207 1.5095 0.2903 0.0 0.0 0.0 0.392
H 0.8327 1.9598 1.5215 0.0 -0.1 0.0 0.397
H 0.4766 2.2103 -0.1957 0.0 0.0 0.0 0.350
H -1.8388 -0.1290 -1.9719 0.1 0.0 -0.3 0.252
H -2.6265 0.9058 -0.8013 0.2 0.0 0.4 0.336
H -1.1557 1.5153 -1.6280 -0.1 0.0 -0.2 0.287
```
Positions in Å, forces in eV/Å.

Summary:
Charge   0
Energy relative to the best compared isomer or geometry (same formula, charge and spin)   4.7292 eV
LUMO energy (alpha / beta)   1.0 / 1.0 eV
Kohn-Sham gap (alpha / beta)   7.40 / 7.34 eV
E_HOMO (alpha / beta)   -6.40 / -6.34 eV

=====

| no. | strongest force on any atom (eV/A) |
| --- | --- |
| 1 | 4.107 |
| 2 | 1.015 |